Arrangement 1

Formula: CH11NO4
Source: OMol25
Level of theory: ωB97M-V with the def2-TZVPD basis set

Computed properties:
total charge: 0
LUMO: 0.0165 Ha
structure (SMILES): C=N.O.O.O.O
orbital gap: 0.4019 Ha

Last column: Löwdin charge in e.
Atoms and positions in Å:
C  -2.368  0.926  -1.390  -0.109
N  -2.769  1.229  -0.208  0.000
H  -3.102  0.377  -1.929  0.048
H  -1.367  1.055  -1.717  0.052
H  -2.100  2.001  0.069  0.052
H  1.626  -2.736  1.012  0.092
H  0.764  -1.827  0.114  -0.017
O  0.662  -2.398  0.885  -0.115
H  2.998  -1.337  -0.701  0.108
H  1.963  -0.246  -0.783  -0.011
O  2.040  -1.175  -1.031  -0.099
H  -1.130  0.402  1.408  0.025
H  -0.469  -0.863  1.848  0.048
O  -0.312  0.105  1.853  -0.073
H  0.725  1.061  0.700  -0.005
H  1.636  2.129  -0.036  0.041
O  1.204  1.297  -0.093  -0.039

***

Arrangement 2

Formula: CH11NO4
Source: OMol25
Level of theory: ωB97M-V with the def2-TZVPD basis set

Computed properties:
total charge: 0
LUMO: 0.0048 Ha
structure (SMILES): C=N.O.O.O.O
orbital gap: 0.3510 Ha

Last column: Löwdin charge in e.
Atoms and positions in Å:
C  0.423  -2.221  5.222  -0.127
N  1.035  -2.328  6.327  0.041
H  0.005  -3.111  4.645  0.080
H  0.027  -1.325  4.881  0.025
H  1.272  -1.643  6.923  -0.019
H  1.404  2.103  -4.044  0.011
H  1.190  0.527  -3.807  -0.066
O  1.293  1.376  -3.498  -0.001
H  0.057  -1.076  -3.503  0.109
H  -0.468  -0.420  -4.767  0.029
O  0.303  -0.861  -4.462  -0.050
H  -0.849  1.726  -2.307  0.088
H  -2.221  1.367  -2.812  -0.023
O  -1.869  1.693  -2.019  -0.091
H  -0.043  1.867  0.723  0.042
H  -1.211  1.129  1.156  -0.042
O  -0.346  1.196  1.343  -0.007

***

Q: Which of them is the least stable? A: arrangement 2.

***

Arrangement 1

Formula: C4H10OS2
Source: OMol25
Level of theory: ωB97M-V with the def2-TZVPD basis set

Computed properties:
total charge: 0
LUMO: 0.0246 Ha
structure (SMILES): CSSCCCO
orbital gap: 0.3452 Ha

Last column: Löwdin charge in e.
Atoms and positions in Å:
C  0.637  0.624  -1.301  -0.240
C  0.278  2.136  -1.469  -0.254
O  1.344  2.863  -0.862  -0.089
C  0.495  0.105  0.138  -0.541
S  -1.237  0.064  0.677  0.462
S  -1.892  -1.845  0.465  0.395
C  -1.176  -2.864  1.833  -0.456
H  0.086  -0.073  -1.925  0.102
H  1.686  0.585  -1.571  0.105
H  0.396  2.444  -2.515  0.118
H  -0.726  2.359  -1.084  0.102
H  1.239  2.894  0.103  0.085
H  0.924  0.749  0.883  0.048
H  0.924  -0.883  0.291  0.070
H  -0.195  -3.253  1.486  0.024
H  -0.889  -2.259  2.721  0.037
H  -1.895  -3.646  2.132  0.030

***

Arrangement 2

Formula: C4H10OS2
Source: OMol25
Level of theory: ωB97M-V with the def2-TZVPD basis set

Computed properties:
total charge: 0
LUMO: 0.0283 Ha
structure (SMILES): C=CCO.CSS
orbital gap: 0.3500 Ha

Last column: Löwdin charge in e.
Atoms and positions in Å:
C  0.822  -1.098  -1.804  -0.265
O  -0.607  -1.069  -1.754  -0.100
C  1.338  0.162  -1.180  -0.169
C  2.300  0.217  -0.272  -0.005
H  1.161  -1.163  -2.842  0.117
H  1.177  -1.981  -1.274  0.113
H  -0.954  -1.314  -2.616  0.081
H  0.771  1.060  -1.403  0.107
H  2.534  1.137  0.247  0.053
H  2.870  -0.657  0.018  0.059
C  -0.846  0.134  2.008  -0.493
S  -2.309  0.138  0.953  0.349
S  -2.974  2.077  1.069  0.287
H  -0.240  1.018  1.820  0.021
H  -0.266  -0.751  1.749  0.025
H  -1.115  0.096  3.061  0.025
H  -3.664  1.994  2.220  -0.204

***

Q: Which of them is the least stable? A: arrangement 2.

***

Arrangement 1

Formula: CH3I2NO
Source: OMol25
Level of theory: ωB97M-V with the def2-TZVPD basis set

Computed properties:
total charge: 0
LUMO: -0.0449 Ha
orbital gap: 0.2968 Ha

Last column: Löwdin charge in e.
Atoms and positions in Å:
C  0.215  -0.784  -0.934  -0.176
N  -0.355  1.117  0.705  -1.074
O  -0.390  -0.614  0.317  -0.402
I  -2.036  1.310  1.748  0.756
I  1.384  1.403  1.794  0.689
H  0.490  -1.755  -1.132  0.051
H  1.221  -0.095  -0.880  0.108
H  -0.531  -0.582  -1.618  0.049

***

Arrangement 2

Formula: CH3I2NO
Source: OMol25
Level of theory: ωB97M-V with the def2-TZVPD basis set

Computed properties:
total charge: 0
LUMO (spin up / spin down): -0.0286 / -0.1103 Ha
orbital gap (spin up / spin down): 0.3288 / 0.2149 Ha

Last column: Löwdin charge in e.
Atoms and positions in Å:
C  -0.153  -0.070  -0.498  -0.145
N  -2.224  -0.806  -0.761  -0.658
O  -1.440  0.351  -0.863  -0.335
I  -2.348  -1.867  2.515  0.057
I  -4.072  -0.673  -1.274  0.826
H  -0.192  -0.724  0.413  0.047
H  0.476  0.844  -0.435  0.092
H  0.304  -0.565  -1.452  0.114

***

Q: Which of them is the least stable? A: arrangement 1.

***

Arrangement 1

Formula: C4H11N3O2
Source: OMol25
Level of theory: ωB97M-V with the def2-TZVPD basis set

Computed properties:
total charge: +1
LUMO (spin up / spin down): -0.1242 / -0.2805 Ha
orbital gap (spin up / spin down): 0.3873 / 0.2292 Ha
2S+1: 2

Last column: Löwdin charge in e.
Atoms and positions in Å:
C  -1.993  -1.206  2.870  0.033
C  -1.174  -0.710  1.704  -0.561
O  -0.813  0.580  1.856  0.090
O  -0.839  -1.345  0.736  0.080
H  -1.314  -1.491  3.673  0.103
H  -2.603  -2.014  2.488  0.092
H  -2.696  -0.421  3.155  0.095
C  2.024  -0.431  -0.320  -0.065
C  0.610  0.977  -1.626  -0.403
N  1.218  0.731  -0.449  0.148
N  -0.412  1.874  -1.728  0.228
N  1.037  0.389  -2.758  0.233
H  -0.361  0.897  1.052  0.069
H  1.661  -0.941  0.556  0.099
H  3.048  -0.119  -0.183  0.119
H  -0.971  1.635  -2.545  0.138
H  -0.999  1.881  -0.895  0.130
H  2.007  0.152  -2.872  0.135
H  0.651  0.751  -3.614  0.136
H  1.917  -1.189  -1.099  0.101

***

Arrangement 2

Formula: C4H11N3O2
Source: OMol25
Level of theory: ωB97M-V with the def2-TZVPD basis set

Computed properties:
total charge: +1
LUMO (spin up / spin down): -0.1628 / -0.3411 Ha
orbital gap (spin up / spin down): 0.3170 / 0.1383 Ha
2S+1: 2

Last column: Löwdin charge in e.
Atoms and positions in Å:
C  -0.868  -0.286  -2.449  0.026
C  -1.187  1.031  -0.423  -0.410
N  -2.180  0.565  0.451  0.195
N  -1.333  1.013  -1.863  0.200
N  0.030  1.237  -0.015  0.202
H  -3.003  1.131  0.596  0.125
H  -1.821  0.237  1.295  0.085
H  -2.129  1.387  -2.338  0.164
H  0.623  1.469  -0.892  0.145
H  0.509  0.957  1.609  0.063
H  0.226  -0.474  -2.142  0.141
H  -1.106  -0.484  -3.503  0.113
H  -1.438  -1.068  -1.885  0.138
C  2.517  -0.938  1.300  0.010
C  1.225  -0.952  2.057  -0.597
O  0.737  0.290  2.330  0.024
O  0.720  -1.963  2.386  0.143
H  2.762  -1.944  1.169  0.065
H  3.298  -0.731  1.993  0.093
H  2.418  -0.476  0.323  0.075

***

Q: Which of them is the least stable? A: arrangement 2.